Entry from the OMol25 dataset: the molecule C4H2F4 (wB97M-V/def2-TZVPD).

The geometry in ORCA input format:
```
! wB97M-V def2-TZVPD RIJCOSX def2/J DEFGRID3
* xyz 0 1
C -0.121 0.409 -0.080
C -0.555 1.633 -0.266
C -0.075 -0.783 0.798
C 0.731 -0.703 -0.472
F -1.119 -1.626 0.842
F 0.496 -0.748 2.014
F 2.028 -0.729 -0.649
F 0.097 -1.763 -1.512
H -0.266 2.217 -1.127
H -1.216 2.092 0.452
*
```

## Properties
SMILES string = C=C1C(F)(F)C1(F)F
E_LUMO = -0.720 eV
DFT total energy = -552.96006 a.u.
highest occupied orbital energy = -11.473 eV
ΔE to the lowest compared entry with this formula, charge and spin = 1.251 eV



Entry from the OMol25 dataset: a structure of composition C4H2FHgLiO4 (wB97M-V/def2-TZVPD).

The geometry in ORCA input format:
```
! wB97M-V def2-TZVPD RIJCOSX def2/J DEFGRID3
* xyz 1 2
O -2.375 1.997 -1.079
C -1.692 2.324 -0.180
O -1.425 2.338 0.961
O -0.729 -1.265 0.217
C -0.518 -1.017 -1.022
C 0.510 -0.701 1.068
O 0.705 -0.254 -1.086
C 1.624 -0.598 0.043
Hg -2.723 -0.088 -2.428
H 0.625 -1.511 1.796
H 0.461 0.168 1.733
F 2.155 -1.937 0.079
Li 3.383 0.545 -0.103
*
```

## Properties
E_LUMO (alpha / beta) = -3.833 / -6.897 eV
DFT total energy = -715.01579 a.u.
highest occupied orbital energy (alpha / beta) = -12.656 / -12.677 eV
expectation value of S² = 0.7610
ΔE to the lowest compared entry with this formula, charge and spin = 0.000 eV



Q: What is the formula in the second record?
A: C4H2FHgLiO4